(1)
Computed, not measured: 7 unconnected molecules or ions with the total composition H14O7, with the ωB97M-V functional and the def2-TZVPD basis.

Cartesian coordinates (Å):
O1 -1.44971 0.63924 -0.45958
H1 -2.43361 0.75497 -0.33032
H2 -0.97639 1.26448 0.07240
O2 2.03917 -0.01856 -2.75730
H3 1.10133 -0.20245 -3.15228
H4 1.93579 0.65788 -2.11874
O3 -2.56993 -3.11024 2.85355
H5 -2.16470 -3.55622 3.62078
H6 -1.83642 -2.80503 2.20526
O4 -2.67074 -2.04854 -1.08182
H7 -1.72910 -2.25884 -0.85901
H8 -3.20105 -2.82287 -0.98007
O5 2.05724 4.05114 -1.68399
H9 1.38015 3.72245 -1.12516
H10 2.60603 4.76372 -1.22539
O6 -0.54839 -0.01289 2.47265
H11 -0.55855 -0.40176 1.65789
H12 0.21986 -0.40945 2.96967
O7 2.95803 0.88121 -0.26571
H13 2.92674 0.96535 0.66742
H14 2.91425 -0.05357 -0.48026

- structure (SMILES) = O.O.O.O.O.O.O
- gap between HOMO and LUMO (eV) = 11.121
- HOMO energy (eV) = -11.165
- ΔE to the lowest compared entry with this formula, charge and spin (kJ/mol) = 260.6


(2)
Computed, not measured: 7 unconnected molecules or ions with the total composition H14O7, with the ωB97M-V functional and the def2-TZVPD basis.

Cartesian coordinates (Å):
O1 -0.34946 -0.11631 0.28573
H1 -0.96982 0.38492 -0.24358
H2 0.49125 0.31996 0.14751
O2 2.34985 -0.65212 -1.26214
H3 1.44316 -0.34691 -1.23053
H4 2.86620 0.14291 -1.39460
O3 -0.72311 -2.49961 0.77836
H5 -0.19181 -3.21418 0.42715
H6 -0.13897 -1.74133 0.77330
O4 -0.17255 0.71433 -1.78729
H7 -0.81624 0.86572 -2.47937
H8 0.10328 -0.19394 -1.91059
O5 -2.69065 1.04822 -0.12421
H9 -3.12573 1.84173 0.18766
H10 -2.75926 0.43387 0.60661
O6 1.39060 1.33082 0.39544
H11 1.31174 1.77880 -0.44677
H12 0.80911 1.81609 0.98077
O7 0.21991 -0.88529 2.34790
H13 -0.19253 -0.38396 1.64449
H14 1.14511 -0.64380 2.30410

- structure (SMILES) = O.O.O.O.O.O.O
- gap between HOMO and LUMO (eV) = 9.122
- HOMO energy (eV) = -9.152
- ΔE to the lowest compared entry with this formula, charge and spin (kJ/mol) = 422.1


(3)
Computed, not measured: 7 unconnected molecules or ions with the total composition H14O7, with the ωB97M-V functional and the def2-TZVPD basis.

Cartesian coordinates (Å):
O1 3.30303 -2.00741 0.85238
H1 3.95309 -1.80252 1.52445
H2 2.51427 -2.23721 1.34357
O2 0.04373 1.96825 -0.85092
H3 -0.69909 2.28360 -1.36571
H4 0.80598 2.39294 -1.24443
O3 3.63391 -0.43164 -1.50746
H5 3.31559 -0.92688 -0.75271
H6 3.56278 -1.04137 -2.24190
O4 -0.03678 -0.59583 0.08768
H7 0.83392 -0.82304 0.41403
H8 -0.03975 0.36090 0.05779
O5 -2.03567 3.13557 1.38333
H9 -2.30723 3.25384 0.47311
H10 -1.13792 2.80861 1.32538
O6 -2.69794 -2.75958 1.42801
H11 -3.61905 -2.67084 1.67278
H12 -2.47236 -1.91735 1.03306
O7 -2.36821 0.27605 -1.59178
H13 -1.65912 -0.07059 -1.05024
H14 -2.89310 0.80441 -0.99048

- structure (SMILES) = O.O.O.O.O.O.O
- gap between HOMO and LUMO (eV) = 11.295
- HOMO energy (eV) = -11.145
- ΔE to the lowest compared entry with this formula, charge and spin (kJ/mol) = 163.5


(4)
Computed, not measured: 7 unconnected molecules or ions with the total composition H14O7, with the ωB97M-V functional and the def2-TZVPD basis.

Cartesian coordinates (Å):
O1 -0.35553 0.27519 -0.36607
H1 0.26333 -0.39243 0.04419
H2 -1.21684 0.18161 0.22130
O2 1.76211 -3.53126 -0.72524
H3 1.19081 -4.23079 -0.55874
H4 1.30550 -2.96551 -1.37431
O3 0.17522 -1.89405 -2.16498
H5 -0.39251 -1.19968 -1.62245
H6 0.06083 -1.20261 -3.05764
O4 0.59954 2.77805 -0.25447
H7 0.41471 1.84545 -0.28703
H8 0.63320 2.95402 -1.27953
O5 1.51441 -1.61371 0.97021
H9 2.38236 -1.27119 1.28260
H10 1.75461 -2.40539 0.51240
O6 -1.33663 3.23383 1.22837
H11 -1.82632 3.99879 0.77301
H12 -0.60019 3.21802 0.64316
O7 -2.37647 0.67664 1.45283
H13 -2.07327 1.66218 1.24487
H14 -1.75748 0.40995 2.33313

- structure (SMILES) = O.O.O.O.O.O.O
- gap between HOMO and LUMO (eV) = 11.501
- HOMO energy (eV) = -11.122
- ΔE to the lowest compared entry with this formula, charge and spin (kJ/mol) = 221.6


(5)
Computed, not measured: 7 unconnected molecules or ions with the total composition H14O7, with the ωB97M-V functional and the def2-TZVPD basis.

Cartesian coordinates (Å):
O1 0.30983 0.30388 -0.06665
H1 0.46843 0.84910 -0.84548
H2 -0.43816 -0.25020 -0.31664
O2 5.02092 1.14649 -0.82846
H3 4.12478 0.96167 -0.52554
H4 5.58313 0.74813 -0.15450
O3 -2.97435 2.82346 -1.72589
H5 -2.50038 2.03068 -2.00131
H6 -2.46360 3.54642 -2.10727
O4 0.33785 -1.66642 -1.35223
H7 -0.61197 -1.50466 -1.37816
H8 0.41007 -2.61828 -1.21901
O5 -0.99417 2.74510 2.81214
H9 -0.53712 2.01583 3.24604
H10 -0.31670 3.15079 2.25947
O6 1.45259 -2.37546 1.51393
H11 2.31143 -2.59997 1.13846
H12 0.95143 -2.03340 0.76505
O7 -3.30180 -2.80714 0.19950
H13 -4.15319 -2.39452 0.38351
H14 -2.67903 -2.07152 0.20304

- structure (SMILES) = O.O.O.O.O.O.O
- gap between HOMO and LUMO (eV) = 10.847
- HOMO energy (eV) = -11.239
- ΔE to the lowest compared entry with this formula, charge and spin (kJ/mol) = 284.4


(6)
Computed, not measured: 7 unconnected molecules or ions with the total composition H14O7, with the ωB97M-V functional and the def2-TZVPD basis.

Cartesian coordinates (Å):
O1 -0.07168 -0.33643 0.52605
H1 -0.30785 -0.01015 -0.34960
H2 -0.28439 -1.27587 0.49150
O2 3.55388 -2.61453 0.24183
H3 3.20697 -3.34098 -0.28818
H4 2.89501 -2.49445 0.93497
O3 -2.90480 3.13762 1.96601
H5 -2.12891 2.60738 1.75194
H6 -2.54551 3.90255 2.42945
O4 0.16617 1.88260 -1.67260
H7 0.72962 1.65583 -0.92421
H8 0.78431 2.01279 -2.40057
O5 0.56772 -1.59268 3.46312
H9 0.62277 -2.53397 3.66296
H10 0.53882 -1.55866 2.50031
O6 0.42419 -0.84552 -3.08202
H11 0.62700 -1.73641 -2.77517
H12 -0.31424 -0.96898 -3.68904
O7 -1.57905 1.34182 -1.21239
H13 -2.23696 0.68556 -0.95654
H14 -1.74307 2.08248 -0.61782

- structure (SMILES) = O.O.O.O.O.O.O
- gap between HOMO and LUMO (eV) = 9.928
- HOMO energy (eV) = -9.937
- ΔE to the lowest compared entry with this formula, charge and spin (kJ/mol) = 378.4


So what do the calculations give for LUMO? Going down the list: 0.0; 0.0; 0.1; 0.4; -0.4; 0.0 eV.
So what do the calculations give for max |F|? Going down the list: 4.65; 3.58; 0.77; 6.90; 1.48; 5.52 eV/Å.